[1]
ORCA calculation (the ωB97M-V functional and the def2-TZVPD basis) on 11 unconnected molecules or ions with the total composition C44H96N11O25P3.

Atoms and positions in Å:
1 C -21.58 14.13 -12.78
2 N -20.42 14.84 -13.28
3 C -19.39 15.17 -12.32
4 P -19.98 14.92 -14.93
5 O -18.98 15.99 -15.14
6 N -19.46 13.38 -15.44
7 C -18.70 13.37 -16.67
8 C -19.79 12.02 -14.89
9 N -21.49 15.10 -15.71
10 C -22.25 13.96 -16.37
11 C -22.25 16.34 -15.53
12 H -22.20 14.86 -12.25
13 H -21.25 13.37 -12.08
14 H -22.17 13.67 -13.57
15 H -18.53 15.68 -12.77
16 H -19.03 14.23 -11.90
17 H -19.76 15.74 -11.48
18 H -17.69 12.97 -16.56
19 H -19.12 12.66 -17.38
20 H -18.72 14.37 -17.10
21 H -20.81 11.77 -15.17
22 H -19.11 11.20 -15.13
23 H -19.84 12.01 -13.80
24 H -23.18 14.38 -16.76
25 H -21.85 13.45 -17.24
26 H -22.53 13.31 -15.54
27 H -21.76 16.86 -14.71
28 H -23.29 16.15 -15.26
29 H -22.18 17.03 -16.37
30 C -11.09 14.51 -6.95
31 N -11.16 13.17 -7.47
32 C -9.90 12.57 -7.81
33 P -12.58 12.16 -7.47
34 O -13.89 12.82 -7.14
35 N -12.61 11.47 -9.02
36 C -12.37 12.36 -10.20
37 C -13.43 10.30 -9.40
38 N -12.22 10.89 -6.36
39 C -11.26 9.87 -6.64
40 C -12.71 10.94 -5.00
41 H -11.44 15.25 -7.67
42 H -10.11 14.90 -6.67
43 H -11.92 14.56 -6.24
44 H -10.10 11.74 -8.49
45 H -9.23 12.42 -6.96
46 H -9.41 13.29 -8.45
47 H -11.90 11.76 -10.98
48 H -13.24 12.88 -10.60
49 H -11.59 13.09 -9.94
50 H -13.32 9.58 -8.59
51 H -14.49 10.54 -9.48
52 H -13.09 9.94 -10.37
53 H -11.14 9.70 -7.71
54 H -10.29 10.27 -6.32
55 H -11.46 8.94 -6.11
56 H -13.77 10.73 -5.09
57 H -12.44 11.79 -4.38
58 H -12.40 10.04 -4.45
59 C -16.28 31.50 0.61
60 N -16.50 30.28 -0.12
61 C -16.02 29.05 0.61
62 P -17.06 30.31 -1.77
63 O -17.02 29.02 -2.51
64 N -18.58 31.08 -1.61
65 C -19.73 30.42 -1.01
66 C -18.56 32.50 -1.32
67 N -16.14 31.49 -2.61
68 C -16.48 31.69 -4.03
69 C -14.68 31.45 -2.46
70 H -15.58 31.28 1.42
71 H -17.21 31.85 1.06
72 H -16.03 32.32 -0.06
73 H -14.93 29.07 0.66
74 H -16.33 28.13 0.12
75 H -16.56 29.10 1.56
76 H -19.87 30.90 -0.04
77 H -20.61 30.61 -1.62
78 H -19.53 29.36 -0.92
79 H -18.87 32.68 -0.29
80 H -17.55 32.89 -1.39
81 H -19.25 33.05 -1.97
82 H -16.22 30.83 -4.64
83 H -17.55 31.83 -4.17
84 H -15.86 32.49 -4.43
85 H -14.39 31.27 -1.43
86 H -14.30 32.40 -2.84
87 H -14.30 30.68 -3.13
88 C -12.12 17.69 -15.99
89 C -12.70 18.93 -15.44
90 C -13.06 18.92 -13.96
91 O -12.31 19.95 -13.51
92 C -11.71 20.63 -14.40
93 O -10.96 21.58 -14.13
94 O -11.77 20.02 -15.58
95 H -12.70 16.78 -15.83
96 H -11.14 17.47 -15.55
97 H -11.93 17.70 -17.06
98 H -13.60 19.24 -15.98
99 H -12.80 17.97 -13.49
100 H -14.11 19.19 -13.81
101 C -16.36 18.99 -2.39
102 C -16.96 17.60 -2.47
103 C -16.17 16.54 -1.66
104 O -17.19 16.06 -0.75
105 C -18.38 16.58 -1.06
106 O -19.45 16.24 -0.64
107 O -18.19 17.66 -1.81
108 H -15.96 19.27 -1.42
109 H -17.00 19.77 -2.79
110 H -15.50 18.98 -3.07
111 H -17.03 17.35 -3.53
112 H -15.33 17.00 -1.15
113 H -15.80 15.75 -2.32
114 C -13.00 28.80 -11.53
115 C -11.70 28.38 -10.87
116 C -10.44 28.86 -11.56
117 O -9.87 29.73 -10.63
118 C -10.58 29.90 -9.57
119 O -10.30 30.59 -8.62
120 O -11.59 28.98 -9.61
121 H -12.99 28.58 -12.59
122 H -13.26 29.85 -11.65
123 H -13.87 28.40 -11.02
124 H -11.66 27.30 -10.81
125 H -10.63 29.28 -12.55
126 H -9.78 28.00 -11.63
127 C -23.19 25.40 -7.32
128 C -21.87 26.05 -7.84
129 C -21.71 26.01 -9.37
130 O -21.46 27.33 -9.66
131 C -21.63 28.18 -8.59
132 O -21.47 29.37 -8.64
133 O -22.07 27.45 -7.57
134 H -23.25 24.33 -7.49
135 H -24.09 25.88 -7.69
136 H -23.27 25.49 -6.23
137 H -20.94 25.76 -7.35
138 H -22.64 25.60 -9.78
139 H -20.88 25.38 -9.68
140 C -6.73 20.48 -9.60
141 C -6.33 19.23 -10.49
142 C -5.62 19.54 -11.80
143 O -4.43 18.75 -11.70
144 C -4.33 18.13 -10.54
145 O -3.43 17.35 -10.27
146 O -5.32 18.53 -9.72
147 H -7.57 20.99 -10.07
148 H -5.83 21.08 -9.49
149 H -6.98 20.22 -8.57
150 H -7.21 18.59 -10.61
151 H -5.39 20.61 -11.78
152 H -6.27 19.21 -12.61
153 C -9.44 26.53 -0.80
154 C -10.42 25.77 -1.67
155 C -10.00 25.69 -3.09
156 O -10.01 24.29 -3.33
157 C -10.24 23.62 -2.23
158 O -10.33 22.38 -2.18
159 O -10.26 24.42 -1.24
160 H -9.78 26.47 0.23
161 H -9.32 27.59 -1.01
162 H -8.40 26.19 -0.87
163 H -11.43 26.18 -1.66
164 H -9.07 26.24 -3.23
165 H -10.76 26.18 -3.69
166 C -17.82 22.69 -16.10
167 N -17.02 23.71 -15.38
168 O -17.07 23.79 -14.15
169 O -16.44 24.49 -16.07
170 H -18.65 23.24 -16.56
171 H -18.25 21.95 -15.42
172 H -17.06 22.16 -16.67
173 C -14.89 23.04 -7.84
174 N -15.64 21.77 -8.10
175 O -14.88 20.81 -8.06
176 O -16.88 21.75 -7.94
177 H -15.42 23.43 -6.97
178 H -15.05 23.79 -8.61
179 H -13.85 22.88 -7.56

Properties
Molecular weight   1272.23 g/mol
Frontier orbital gap   0.294 Eh
Energy above the lowest of the compared OMol25 structures with the same formula, charge and spin   248.8 kJ/mol
SMILES string   CN(C)P(=O)(N(C)C)N(C)C.CN(C)P(=O)(N(C)C)N(C)C.CN(C)P(=O)(N(C)C)N(C)C.C[C@H]1COC(=O)O1.C[C@H]1COC(=O)O1.C[C@H]1COC(=O)O1.C[C@H]1COC(=O)O1.C[C@H]1COC(=O)O1.C[C@H]1COC(=O)O1.C[N+](=O)[O-].C[N+](=O)[O-]
F_max   6.04 eV/Å

Mulliken atomic charge list, values in e, 5 entries:
1 C -0.999
2 N 0.345
3 C -1.050
4 P 0.267
5 O -0.827



[2]
ORCA calculation (the ωB97M-V functional and the def2-TZVPD basis) on 7 unconnected molecules or ions with the total composition C44H97F3N5O4S.

Atoms and positions in Å:
1 C 1.41 1.86 -0.98
2 C -0.06 1.36 -0.54
3 C -0.23 -0.14 -0.89
4 O -0.36 1.64 0.85
5 H 1.66 2.73 -0.38
6 H 1.46 2.16 -2.03
7 H 2.08 1.05 -0.70
8 H -0.76 1.84 -1.23
9 H 0.48 -0.78 -0.36
10 H -0.07 -0.32 -1.95
11 H -1.22 -0.50 -0.60
12 C 9.08 -0.54 -1.98
13 C 7.69 0.02 -1.74
14 C 6.58 -0.75 -2.47
15 N 5.11 -0.54 -1.95
16 C 4.77 0.92 -2.28
17 C 4.78 -0.90 -0.47
18 C 3.42 -1.59 -0.50
19 C 2.91 -1.51 -1.93
20 C 4.17 -1.39 -2.81
21 H 9.13 -1.54 -1.55
22 H 9.83 0.11 -1.53
23 H 9.36 -0.48 -3.03
24 H 7.74 1.06 -2.08
25 H 7.37 0.06 -0.70
26 H 6.80 -1.81 -2.34
27 H 6.53 -0.61 -3.55
28 H 3.70 1.04 -2.18
29 H 5.10 1.21 -3.28
30 H 5.15 1.52 -1.46
31 H 4.83 0.04 0.09
32 H 5.54 -1.50 0.04
33 H 2.77 -1.10 0.22
34 H 3.46 -2.66 -0.32
35 H 2.21 -0.68 -1.91
36 H 2.28 -2.35 -2.24
37 H 3.94 -0.94 -3.78
38 H 4.66 -2.35 -2.92
39 C -1.31 0.59 -4.44
40 C -2.23 -0.43 -4.08
41 C -2.14 -1.67 -5.09
42 N -2.02 -3.02 -4.40
43 C -0.68 -3.00 -3.52
44 C -1.81 -4.25 -5.36
45 C -2.65 -5.36 -4.72
46 C -3.80 -4.61 -4.02
47 C -3.16 -3.36 -3.46
48 H -0.35 0.11 -4.60
49 H -1.44 1.31 -3.63
50 H -1.59 1.05 -5.39
51 H -3.24 -0.12 -4.33
52 H -2.24 -0.89 -3.09
53 H -1.23 -1.67 -5.69
54 H -3.13 -1.80 -5.53
55 H -0.78 -2.37 -2.63
56 H 0.13 -2.52 -4.06
57 H -0.43 -3.99 -3.14
58 H -0.74 -4.32 -5.51
59 H -2.23 -3.97 -6.33
60 H -2.01 -5.92 -4.03
61 H -3.07 -6.06 -5.44
62 H -4.31 -5.35 -3.40
63 H -4.65 -4.45 -4.69
64 H -2.75 -3.62 -2.48
65 H -3.83 -2.51 -3.35
66 C 3.51 -3.95 2.70
67 C 3.25 -2.53 3.21
68 C 1.77 -2.13 3.15
69 N 1.53 -0.65 3.64
70 C 2.34 0.42 2.89
71 C 0.04 -0.28 3.60
72 C -0.49 -0.98 4.77
73 C 0.54 -0.95 5.95
74 C 1.77 -0.51 5.15
75 H 4.57 -4.08 2.47
76 H 3.08 -4.01 1.70
77 H 3.10 -4.66 3.41
78 H 3.79 -1.84 2.56
79 H 3.71 -2.47 4.20
80 H 1.10 -2.77 3.73
81 H 1.34 -2.16 2.15
82 H 1.91 1.37 3.19
83 H 2.15 0.10 1.86
84 H 3.39 0.39 3.21
85 H -0.11 0.80 3.65
86 H -0.34 -0.62 2.64
87 H -1.42 -0.43 4.92
88 H -0.87 -2.00 4.71
89 H 0.23 -0.27 6.75
90 H 0.68 -1.94 6.37
91 H 1.88 0.55 5.36
92 H 2.66 -0.97 5.57
93 C 1.96 4.16 4.82
94 C 1.00 4.08 3.56
95 C 0.16 5.34 3.64
96 N -1.06 5.33 2.65
97 C -1.97 4.06 2.96
98 C -0.74 5.37 1.11
99 C -2.04 5.94 0.51
100 C -2.57 6.95 1.52
101 C -1.82 6.66 2.83
102 H 2.30 3.15 5.02
103 H 1.56 4.57 5.75
104 H 2.83 4.79 4.65
105 H 0.39 3.17 3.61
106 H 1.56 3.94 2.64
107 H 0.56 6.34 3.46
108 H -0.24 5.52 4.64
109 H -2.94 4.16 2.47
110 H -2.06 3.98 4.04
111 H -1.43 3.23 2.50
112 H -0.38 4.44 0.67
113 H 0.11 6.05 1.11
114 H -2.83 5.24 0.24
115 H -1.88 6.49 -0.42
116 H -3.64 6.79 1.71
117 H -2.50 7.91 1.03
118 H -2.57 6.74 3.61
119 H -1.09 7.42 3.11
120 C -3.77 -2.37 1.50
121 C -4.39 -1.54 0.44
122 C -4.12 -0.07 0.74
123 N -4.84 0.94 -0.21
124 C -6.37 0.68 -0.29
125 C -4.40 0.87 -1.67
126 C -4.73 2.11 -2.30
127 C -4.09 3.01 -1.25
128 C -4.47 2.41 0.11
129 H -2.68 -2.36 1.55
130 H -4.20 -3.38 1.49
131 H -4.20 -2.12 2.47
132 H -5.45 -1.72 0.30
133 H -3.92 -1.75 -0.53
134 H -3.07 0.18 0.82
135 H -4.55 0.39 1.63
136 H -6.90 1.62 -0.43
137 H -6.78 0.54 0.71
138 H -6.57 -0.20 -0.89
139 H -4.95 0.02 -2.08
140 H -3.34 0.64 -1.66
141 H -5.76 2.23 -2.63
142 H -4.12 2.18 -3.21
143 H -4.34 4.05 -1.46
144 H -3.03 3.06 -1.52
145 H -5.37 2.86 0.53
146 H -3.56 2.41 0.72
147 C 0.34 -5.50 1.40
148 F -0.55 -6.47 1.56
149 F -0.02 -4.52 2.17
150 F 1.59 -5.85 1.52
151 S 0.30 -4.83 -0.40
152 O 0.99 -5.97 -1.10
153 O -1.12 -4.70 -0.79
154 O 0.96 -3.52 -0.35

Properties
Molecular weight   849.35 g/mol
Frontier orbital gap (spin up / spin down)   0.064 / 0.265 Eh
F_max   5.83 eV/Å
Net charge   +2
Multiplicity   2

Mulliken atomic charge list, values in e, 5 entries:
1 C -0.853
2 C 0.466
3 C 0.804
4 O -0.178
5 H 0.329



Among the records above, which one has the highest F_max?
C44H96N11O25P3



Among the records above, which one has the lowest molecular weight?
C44H97F3N5O4S